No. 1
Entry from OMol25: a single C5H8O2 molecule (wB97M-V/def2-TZVPD).

```
! wB97M-V def2-TZVPD RIJCOSX def2/J DEFGRID3
* xyz 0 1
C 2.12140 -0.22126 -0.15769
C 0.35159 0.23986 1.50025
O 0.95597 0.63819 -0.04615
C -0.39408 0.10972 0.25214
C -1.61558 0.90500 -0.19189
O -2.21625 -0.27770 -0.73843
C -1.05278 -1.07375 -0.46198
H 2.72748 -0.05188 0.73817
H 1.83807 -1.27789 -0.19515
H 2.65027 0.09599 -1.06306
H 0.13434 1.26523 1.84919
H -2.18468 1.30148 0.66102
H -1.46237 1.69383 -0.93643
H -0.57125 -1.41359 -1.38837
H -1.28213 -1.93323 0.17837
*
```

For the strongest force on any atom, the calculation gives 0.0082 Eh/bohr. Its highest occupied orbital energy is -8.306 eV. Its LUMO energy is 0.9 eV. The relative energy (zero: lowest compared OMol25 entry of this formula, charge and spin) comes out at 590.0 kJ/mol. The value obtained for the electronic energy is -345.58023 Eh.

Results of the natural (NBO) charge analysis, in e, for atoms 1 through 6: -0.241, -0.235, -0.426, 0.123, -0.090, -0.524



No. 2
Entry from OMol25: a single C5H8O2 molecule (wB97M-V/def2-TZVPD).

```
! wB97M-V def2-TZVPD RIJCOSX def2/J DEFGRID3
* xyz 0 1
C -1.67325 -0.26865 -0.99884
C -0.89519 -0.31481 0.30886
C 0.03905 0.91192 0.48829
C 1.34185 0.35146 0.96711
O 1.73881 0.32420 2.10861
C 2.16021 -0.37349 -0.11246
O 1.82693 -0.39541 -1.27097
H -2.29944 0.62844 -1.05322
H -2.31838 -1.14785 -1.09996
H -0.96780 -0.25247 -1.83881
H -0.30036 -1.23920 0.31065
H -1.55624 -0.39073 1.17919
H 0.18890 1.41062 -0.47641
H -0.34915 1.63654 1.20958
H 3.06406 -0.88057 0.27837
*
```

For the strongest force on any atom, the calculation gives 0.0115 Eh/bohr. Its highest occupied orbital energy is -9.770 eV. Its LUMO energy is -0.4 eV. The relative energy (zero: lowest compared OMol25 entry of this formula, charge and spin) comes out at 88.0 kJ/mol. The value obtained for the electronic energy is -345.77145 Eh.

Results of the natural (NBO) charge analysis, in e, for atoms 1 through 6: -0.606, -0.380, -0.517, 0.491, -0.494, 0.341



No. 3
Entry from OMol25: a molecular structure, C5H8O2 (wB97M-V/def2-TZVPD).

```
! wB97M-V def2-TZVPD RIJCOSX def2/J DEFGRID3
* xyz 0 1
O -1.73450 0.22533 1.49575
C -0.60928 -0.34895 0.88252
C -0.79905 -0.73373 -0.61031
C 0.32981 0.12770 -1.18471
C 1.53415 -0.05299 -0.22904
C 0.52745 0.66030 0.67187
O 0.05028 1.38797 -0.49674
H -1.96905 0.99519 0.95903
H -0.30726 -1.19797 1.50128
H -0.76286 -1.80470 -0.81617
H -1.75034 -0.33600 -0.96927
H 0.41761 0.21198 -2.27008
H 1.91050 -1.05178 0.02168
H 2.36330 0.61546 -0.46389
H 0.79923 1.30219 1.50808
*
```

For the strongest force on any atom, the calculation gives 0.0072 Eh/bohr. Its highest occupied orbital energy is -9.668 eV. Its LUMO energy is 1.0 eV. The relative energy (zero: lowest compared OMol25 entry of this formula, charge and spin) comes out at 162.4 kJ/mol. The value obtained for the electronic energy is -345.74311 Eh.

Results of the natural (NBO) charge analysis, in e, for atoms 1 through 6: -0.704, 0.076, -0.456, 0.086, -0.436, 0.053



No. 4
Entry from OMol25: a molecular structure, C5H8O2 (wB97M-V/def2-TZVPD).

```
! wB97M-V def2-TZVPD RIJCOSX def2/J DEFGRID3
* xyz 0 1
O 2.82145 -0.40119 0.52525
C 2.01733 -1.03570 -0.11482
C -0.41035 -0.00081 0.89506
C -1.13119 1.02663 0.41838
C -2.08752 0.19663 -0.42229
C -1.12410 -0.95087 -0.01006
O -0.95299 -2.07363 -0.39376
H 2.07539 1.52408 -0.23252
H 1.62680 -2.01008 0.22597
H 1.59405 -0.65781 -1.06699
H 0.40678 -0.08258 1.60052
H -1.05849 2.09731 0.57478
H 1.48580 1.86415 -0.53736
H -2.18407 0.40540 -1.49214
H -3.07889 0.09847 0.02999
*
```

For the strongest force on any atom, the calculation gives 0.0127 Eh/bohr. Its highest occupied orbital energy is -9.976 eV. Its LUMO energy is 0.2 eV. The relative energy (zero: lowest compared OMol25 entry of this formula, charge and spin) comes out at 363.0 kJ/mol. The value obtained for the electronic energy is -345.66670 Eh.

Results of the natural (NBO) charge analysis, in e, for atoms 1 through 6: -0.518, 0.272, -0.336, -0.075, -0.532, 0.574



No. 5
Entry from OMol25: a single C5H8O2 molecule (wB97M-V/def2-TZVPD).

```
! wB97M-V def2-TZVPD RIJCOSX def2/J DEFGRID3
* xyz 0 1
C 1.57328 0.26017 -1.23019
C 0.63332 -0.85394 -0.82470
O 0.99766 -2.00753 -0.75923
C -0.09825 0.32350 1.65503
O -0.86613 -0.08511 2.64166
C -0.81978 -0.48315 -0.53930
C -0.99745 0.65332 0.49092
H 1.19799 0.77767 -2.12133
H 1.65360 0.98966 -0.41770
H 2.55842 -0.16187 -1.43664
H -0.28712 -0.34877 3.37429
H -1.31633 -1.39405 -0.19347
H -1.29156 -0.18047 -1.48339
H -0.65226 1.59864 0.05458
H -2.05865 0.74755 0.76018
*
```

For the strongest force on any atom, the calculation gives 0.0089 Eh/bohr. Its highest occupied orbital energy is -8.850 eV. Its LUMO energy is 0.7 eV. The relative energy (zero: lowest compared OMol25 entry of this formula, charge and spin) comes out at 262.2 kJ/mol. The value obtained for the electronic energy is -345.70508 Eh.

Results of the natural (NBO) charge analysis, in e, for atoms 1 through 6: -0.733, 0.603, -0.541, 0.261, -0.649, -0.498



No. 6
Entry from OMol25: a single C5H8O2 molecule (wB97M-V/def2-TZVPD).

```
! wB97M-V def2-TZVPD RIJCOSX def2/J DEFGRID3
* xyz 0 1
C -0.06011 1.19380 -0.94481
C 0.23839 -0.26229 -0.52970
O 0.83776 -1.03567 -1.52951
C 0.94895 -0.43696 0.82634
C -0.40931 -0.29236 1.55069
C -1.08006 -0.59503 0.19790
O -2.19225 -0.86924 -0.16729
H 0.83047 1.82336 -0.94116
H -0.52124 1.17576 -1.93824
H -0.82074 1.64670 -0.29668
H 0.30870 -1.03553 -2.33720
H 1.32008 -1.46271 0.91424
H 1.76899 0.24735 1.06183
H -0.64760 -0.97441 2.36997
H -0.59225 0.74162 1.85662
*
```

For the strongest force on any atom, the calculation gives 0.0147 Eh/bohr. Its highest occupied orbital energy is -9.222 eV. Its LUMO energy is 0.8 eV. The relative energy (zero: lowest compared OMol25 entry of this formula, charge and spin) comes out at 118.0 kJ/mol. The value obtained for the electronic energy is -345.76003 Eh.

Results of the natural (NBO) charge analysis, in e, for atoms 1 through 6: -0.629, 0.142, -0.695, -0.408, -0.531, 0.594



No. 7
Entry from OMol25: a molecular structure, C5H8O2 (wB97M-V/def2-TZVPD).

```
! wB97M-V def2-TZVPD RIJCOSX def2/J DEFGRID3
* xyz 0 1
C 0.64296 -0.38932 1.65618
C 0.60895 0.12760 0.23968
O 1.85677 -0.04984 -0.34366
C -0.63341 -1.08790 -0.65679
O -1.35593 -0.61134 -1.61116
C -0.11992 1.25599 -0.09859
C -1.01545 1.75958 -0.83376
H 0.87516 -1.45937 1.65292
H -0.31342 -0.22654 2.15835
H 1.43200 0.12816 2.20881
H 1.82201 0.29816 -1.24588
H -1.15361 -1.43972 0.25014
H 0.22882 -1.70196 -0.94817
H -1.42973 0.66893 -1.38929
H -1.44519 2.72756 -1.03878
*
```

For the strongest force on any atom, the calculation gives 0.0107 Eh/bohr. Its highest occupied orbital energy is -9.286 eV. Its LUMO energy is 0.4 eV. The relative energy (zero: lowest compared OMol25 entry of this formula, charge and spin) comes out at 406.9 kJ/mol. The value obtained for the electronic energy is -345.64996 Eh.

Results of the natural (NBO) charge analysis, in e, for atoms 1 through 6: -0.631, 0.169, -0.688, 0.078, -0.661, 0.085



No. 8
Entry from OMol25: a single C5H8O2 molecule (wB97M-V/def2-TZVPD).

```
! wB97M-V def2-TZVPD RIJCOSX def2/J DEFGRID3
* xyz 0 1
C 2.08058 0.16283 -0.66530
C 0.83164 0.69473 0.03352
C -0.05663 -0.45642 0.54330
C -1.46635 0.01519 0.77777
O -1.80743 0.79378 1.64136
C -2.54455 -0.48698 -0.19467
O -2.31652 -1.27605 -1.07758
H 2.66006 -0.49301 -0.00466
H 2.73180 0.97725 -0.99937
H 1.80312 -0.42360 -1.54854
H 0.26344 1.32219 -0.66650
H 1.09802 1.34291 0.87654
H -0.07461 -1.26661 -0.19242
H 0.34525 -0.85036 1.48448
H -3.54782 -0.05585 -0.00793
*
```

For the strongest force on any atom, the calculation gives 0.0121 Eh/bohr. Its highest occupied orbital energy is -9.788 eV. Its LUMO energy is -0.5 eV. The relative energy (zero: lowest compared OMol25 entry of this formula, charge and spin) comes out at 82.3 kJ/mol. The value obtained for the electronic energy is -345.77361 Eh.

Results of the natural (NBO) charge analysis, in e, for atoms 1 through 6: -0.604, -0.381, -0.518, 0.489, -0.492, 0.342